A molecular structure, C54H60BrFN5O5P2STa in a non-equilibrium geometry. Source: OMol25; level of theory: the ωB97M-V functional and the def2-TZVPD basis.

Element x y z (Å)
1 Ta 0.3402 0.3527 2.0062
2 Br 3.2159 -0.2584 3.7261
3 S 0.6942 3.6268 0.1426
4 P 0.6208 -2.2979 1.7821
5 P -0.4528 -0.7535 4.3840
6 F 2.1662 -1.2988 -4.6265
7 O 0.2365 2.2324 0.6137
8 O -2.9760 1.9037 1.0130
9 O 0.2390 -0.3073 -0.1829
10 O 0.9580 3.9533 4.1772
11 O -1.4544 0.3663 1.6418
12 N 0.0360 -1.4973 -9.3328
13 N 2.5929 0.4448 1.1562
14 N -2.6808 0.6634 -2.9282
15 N 0.9298 1.8087 3.1678
16 N 0.2056 -0.7080 -6.5760
17 C 1.3272 1.2836 7.4928
18 C 5.2008 0.8016 0.2833
19 C 1.8967 -2.8382 0.6341
20 C -4.9961 -0.1592 4.5543
21 C -0.3755 -0.1751 8.3665
22 C 3.6365 0.2718 1.9717
23 C -1.7838 5.3802 -1.0416
24 C -4.4926 -1.4452 4.6778
25 C 0.9313 2.9063 3.6918
26 C -1.8097 -5.4396 1.0602
27 C -0.0178 -0.5491 -5.2178
28 C 0.6706 -2.3884 -8.2952
29 C 4.9510 0.4403 1.5980
30 C 1.2466 -1.5470 -7.1646
31 C 1.5549 -3.1850 -0.6726
32 C -1.0200 -0.6228 -8.7074
33 C 0.7370 -0.7107 -2.9046
34 C -3.8212 0.8846 -3.8550
35 C 1.0344 -2.9787 3.4176
36 C -2.1655 -2.7059 1.4301
37 C 3.3069 4.4880 -0.0449
38 C 0.0519 -0.1109 5.9993
39 C -0.7067 -4.6184 1.2157
40 C 4.6582 4.7044 0.6282
41 C -0.8807 -3.2415 1.4030
42 C -0.4772 -0.1911 -2.4258
43 C 0.9562 -0.8643 -4.2353
44 C 2.5462 -3.5671 -1.5642
45 C -0.0427 -2.5517 4.4107
46 C -0.3211 4.8482 0.9841
47 C -3.1232 -1.6704 4.6034
48 C -0.6636 -0.6185 7.0875
49 C 2.2782 3.9756 0.9584
50 C -2.2562 -0.5992 4.4035
51 C -2.2152 1.0543 0.7005
52 C -2.7689 0.6953 4.2933
53 C 2.8507 0.7969 -0.1174
54 C -0.6827 0.0286 -1.0155
55 C -2.8574 0.9045 -1.6355
56 C -3.0921 -4.9008 1.0925
57 C 0.6139 0.7807 8.5698
58 C 4.1336 0.9780 -0.5860
59 C 1.0500 0.8385 6.2061
60 C -1.4652 0.1386 -3.3697
61 C 4.2193 -3.2423 0.1360
62 C -4.5351 -0.4110 -4.2071
63 C -3.2683 -3.5382 1.2745
64 C 3.2326 -2.8617 1.0333
65 C 3.8770 -3.5937 -1.1628
66 C -1.2260 -0.0597 -4.7336
67 C -1.9213 0.6193 -0.6674
68 C -1.7348 4.9402 0.4208
69 C -4.1321 0.9143 4.3647
70 C -0.3885 0.1703 -7.5751
71 H 1.5194 -0.9862 -2.2081
72 H -4.2656 -3.1182 1.3127
73 H -2.0994 1.5405 4.1696
74 H -6.0629 0.0118 4.6219
75 H -4.9488 -0.8760 -3.3113
76 H -2.0173 0.1475 -5.4370
77 H -2.2446 3.9872 0.5544
78 H 6.2209 0.9443 -0.0528
79 H -2.8166 5.4403 -1.3839
80 H -1.8030 -1.2836 -8.3417
81 H 0.5165 -3.1819 -0.9824
82 H 0.2754 -2.7916 5.4243
83 H -1.2541 4.6844 -1.6981
84 H -0.9596 -3.1007 4.2111
85 H 0.7546 -0.9108 -9.7655
86 H -3.8018 1.3481 -1.3429
87 H -2.2669 5.6682 1.0347
88 H -3.8686 -1.1278 -4.6882
89 H -1.6700 -6.5039 0.9228
90 H -1.4520 -1.3489 6.9424
91 H 1.6686 -2.2322 -6.4403
92 H 3.5094 -2.6217 2.0535
93 H 0.2240 5.7857 0.8236
94 H -5.1634 -2.2776 4.8471
95 H 5.3825 5.0970 -0.0838
96 H 2.9588 5.4275 -0.4816
97 H -1.1378 0.8263 -7.1454
98 H 0.3963 0.8191 -7.9875
99 H 1.4487 -2.9808 -8.7715
100 H 5.7477 0.2896 2.3140
101 H -0.1099 -3.0526 -7.9301
102 H -3.4532 1.4052 -4.7361
103 H -1.4300 0.0344 -9.4709
104 H 2.0666 -0.9251 -7.5447
105 H 1.9863 0.9357 -0.7479
106 H -2.3239 -1.6519 1.5964
107 H 2.0227 -2.6583 3.7317
108 H -2.7574 -2.6814 4.7226
109 H 4.2961 1.2558 -1.6188
110 H 0.2873 -5.0501 1.1874
111 H -5.3611 -0.1985 -4.8853
112 H 2.1004 2.0245 7.6521
113 H 1.6222 1.2260 5.3806
114 H 2.5847 3.0245 1.3979
115 H 2.2774 -3.8631 -2.5709
116 H 5.0520 3.7675 1.0326
117 H 1.0551 -4.0662 3.3394
118 H -4.5017 1.5663 -3.3520
119 H 3.4023 3.7720 -0.8656
120 H 4.6464 -3.9067 -1.8571
121 H -3.9521 -5.5495 0.9841
122 H -0.3668 -2.0596 -10.0854
123 H 0.8261 1.1336 9.5709
124 H -4.5236 1.9199 4.2820
125 H -0.3012 4.6037 2.0483
126 H 4.5814 5.4189 1.4496
127 H -1.3397 6.3689 -1.1719
128 H 2.1101 4.6985 1.7586
129 H 5.2529 -3.2877 0.4565
130 H -0.9312 -0.5699 9.2072

Calculated values
highest occupied orbital energy	-16.81	eV
net charge	+4
HOMO-LUMO gap	6.8	eV